*w*
{"formula": "C3H8IN2O", "method": "ωB97M-V/def2-TZVPD", "spin_multiplicity": 1, "mol_weight_g_mol": 215.01, "charge": 1, "e_lumo_ha": -0.1678, "orbital_gap_ev": 8.904, "symbols": ["C", "C", "C", "N", "N", "O", "I", "H", "H", "H", "H", "H", "H", "H", "H"], "coordinates": [[0.06, -1.87, 0.59], [0.77, -0.53, -1.26], [0.60, 0.74, 0.82], [0.44, -0.44, 0.12], [0.94, 1.92, 0.35], [0.38, -2.88, 0.07], [-3.09, 0.45, -0.14], [-0.48, -1.65, 1.54], [0.32, -1.55, -1.65], [1.87, -0.39, -1.29], [0.16, 0.18, -1.86], [0.53, 0.56, 1.89], [-4.55, 0.63, 0.64], [1.08, 2.13, -0.72], [0.96, 2.69, 0.90]]}

***

*x*
{"formula": "C3H8IN2O", "method": "ωB97M-V/def2-TZVPD", "spin_multiplicity": 1, "mol_weight_g_mol": 215.01, "charge": 1, "e_lumo_ha": -0.1384, "orbital_gap_ev": 9.773, "smiles": "C[NH2+][C@]1(N)O[C@H]1I", "symbols": ["C", "C", "C", "N", "N", "O", "I", "H", "H", "H", "H", "H", "H", "H", "H"], "coordinates": [[0.30, -0.91, 1.46], [0.35, -0.49, 0.08], [-0.85, 1.53, -0.59], [1.42, -0.44, -0.75], [-0.86, 0.08, -0.51], [-0.14, -2.00, 0.72], [2.15, -0.89, 2.56], [-0.53, -0.43, 2.08], [-1.92, 1.90, -0.81], [-0.62, 1.89, 0.36], [-0.13, 2.01, -1.32], [1.19, -0.80, -1.70], [2.33, -0.70, -0.32], [-1.20, -0.26, -1.43], [-1.48, -0.49, 0.15]]}

***

Pick *w*: it beats the second-best structure by 1.147 eV.

***

*w*
{"formula": "C5H7FS2", "method": "ωB97M-V/def2-TZVPD", "spin_multiplicity": 1, "mol_weight_g_mol": 150.24, "charge": 0, "e_lumo_ha": -0.0128, "orbital_gap_ev": 8.534, "smiles": "C/C(=C/SC=S)CF", "symbols": ["C", "C", "C", "C", "C", "H", "H", "H", "H", "H", "H", "H", "F", "S", "S"], "coordinates": [[2.87, 1.42, -0.21], [1.76, 0.44, 0.17], [2.15, -0.98, 0.25], [0.51, 0.86, 0.27], [-2.12, 0.38, -0.34], [2.58, 2.47, -0.32], [3.28, 1.14, -1.21], [3.63, 1.33, 0.58], [1.34, -1.60, -0.15], [2.52, -1.34, 1.26], [0.25, 1.92, 0.25], [-1.82, 1.13, -1.04], [3.23, -1.24, -0.66], [-0.86, -0.23, 0.70], [-3.63, -0.18, -0.35]]}

***

*x*
{"formula": "C5H7FS2", "method": "ωB97M-V/def2-TZVPD", "spin_multiplicity": 1, "mol_weight_g_mol": 150.24, "charge": 0, "e_lumo_ha": -0.0383, "orbital_gap_ev": 7.884, "symbols": ["C", "C", "C", "C", "C", "H", "H", "H", "H", "H", "H", "H", "F", "S", "S"], "coordinates": [[-0.73, -0.28, 1.62], [-0.21, -0.77, 0.28], [0.47, 0.30, -0.46], [-0.33, 1.41, -0.82], [1.90, 0.36, -0.71], [-1.61, 0.36, 1.67], [0.11, 0.24, 2.16], [-0.93, -1.23, 1.99], [0.55, -1.45, 0.70], [-1.86, -1.10, -2.22], [-0.05, 2.04, -1.59], [2.13, 1.19, -1.45], [-1.55, 1.48, -0.28], [-1.04, -1.99, -0.80], [3.15, -0.55, -0.09]]}

***

Pick *w*: it beats the second-best structure by 2.806 eV.

***

*w*
{"formula": "C3H4INO", "method": "ωB97M-V/def2-TZVPD", "spin_multiplicity": 1, "mol_weight_g_mol": 196.97, "charge": 0, "e_lumo_ha": 0.0234, "orbital_gap_ev": 10.163, "symbols": ["C", "C", "C", "N", "O", "I", "H", "H", "H", "H"], "coordinates": [[0.58, -0.93, -0.08], [-0.05, 2.56, -0.47], [1.52, 0.13, -0.11], [-0.20, -1.76, 0.08], [-0.83, 2.87, 0.30], [-3.65, -1.64, -0.16], [1.04, 1.07, -0.53], [1.73, 0.39, 0.87], [2.52, -0.15, -0.40], [-2.66, -2.54, 0.49]]}

***

*x*
{"formula": "C3H4INO", "method": "ωB97M-V/def2-TZVPD", "spin_multiplicity": 1, "mol_weight_g_mol": 196.97, "charge": 0, "e_lumo_ha": [-0.0193, -0.0192], "orbital_gap_ev": [7.349, 7.353], "symbols": ["C", "C", "C", "N", "O", "I", "H", "H", "H", "H"], "coordinates": [[-1.03, -1.02, 0.26], [-0.74, -0.19, 1.42], [1.11, -0.38, -0.20], [0.45, -1.51, -0.22], [-2.02, -1.36, -0.34], [3.12, -0.05, 0.00], [-1.59, 0.33, 1.76], [0.05, -0.39, 2.02], [0.63, 0.61, -0.35], [0.85, -2.44, -0.59]]}

***

Pick *w*: it beats the second-best structure by 1.835 eV.

***

*w*
{"formula": "C4H16KO4", "method": "ωB97M-V/def2-TZVPD", "spin_multiplicity": 1, "mol_weight_g_mol": 167.27, "charge": 1, "e_lumo_ha": -0.1022, "orbital_gap_ev": 11.220, "symbols": ["K", "C", "O", "H", "H", "H", "H", "C", "O", "H", "H", "H", "H", "C", "O", "H", "H", "H", "H", "C", "O", "H", "H", "H", "H"], "coordinates": [[0.26, 1.82, -0.24], [-2.79, 1.29, -0.60], [-2.13, 2.09, -1.54], [-2.68, 0.25, -0.91], [-3.89, 1.48, -0.61], [-2.39, 1.37, 0.40], [-2.61, 2.03, -2.39], [1.10, -1.37, -1.68], [0.53, -0.21, -2.17], [0.47, -2.23, -1.80], [1.41, -1.36, -0.61], [2.01, -1.61, -2.28], [0.18, -0.54, -3.03], [-1.02, -1.29, 0.90], [-0.50, -0.09, 1.44], [-1.07, -1.40, -0.21], [-2.06, -1.28, 1.14], [-0.51, -2.16, 1.24], [-0.54, -0.14, 2.39], [2.56, 0.67, 2.10], [2.60, 0.57, 0.65], [1.98, -0.13, 2.59], [2.21, 1.64, 2.41], [3.63, 0.67, 2.46], [3.24, -0.10, 0.36]]}

***

*x*
{"formula": "C4H16KO4", "method": "ωB97M-V/def2-TZVPD", "spin_multiplicity": 1, "mol_weight_g_mol": 167.27, "charge": 1, "e_lumo_ha": -0.1017, "orbital_gap_ev": 11.299, "symbols": ["K", "C", "O", "H", "H", "H", "H", "C", "O", "H", "H", "H", "H", "C", "O", "H", "H", "H", "H", "C", "O", "H", "H", "H", "H"], "coordinates": [[0.19, -0.14, -0.04], [0.23, -2.89, 2.54], [0.99, -1.77, 2.09], [0.07, -2.88, 3.62], [-0.75, -2.83, 2.07], [0.70, -3.83, 2.26], [1.70, -1.61, 2.72], [-2.98, 0.73, 0.94], [-2.54, -0.59, 0.55], [-2.93, 0.88, 2.02], [-2.30, 1.41, 0.43], [-4.00, 0.90, 0.60], [-2.78, -1.23, 1.22], [-1.42, 1.94, -2.42], [-0.06, 1.50, -2.33], [-1.73, 2.08, -3.46], [-2.04, 1.16, -2.00], [-1.57, 2.88, -1.88], [0.49, 2.15, -2.77], [3.44, 0.53, -1.35], [2.96, -0.10, -0.17], [4.07, -0.14, -1.94], [2.56, 0.79, -1.94], [4.00, 1.44, -1.13], [3.71, -0.36, 0.37]]}

***

Pick *x*: it beats the second-best structure by 0.671 eV.

***

*w*
{"formula": "C4H6FN2O2", "method": "ωB97M-V/def2-TZVPD", "spin_multiplicity": 1, "mol_weight_g_mol": 133.10, "charge": -1, "e_lumo_ha": 0.1364, "orbital_gap_ev": 7.472, "symbols": ["C", "H", "F", "C", "H", "C", "H", "H", "H", "C", "N", "N", "O", "O", "H"], "coordinates": [[-0.42, -2.70, -0.91], [-1.62, -1.24, 0.75], [-2.29, -3.68, -0.08], [-0.94, -1.55, -0.05], [-1.89, -2.71, 0.81], [-0.74, -2.86, -2.38], [-1.60, -2.22, -2.63], [0.09, -2.51, -3.01], [-0.86, -3.93, -2.59], [0.55, -3.67, -0.30], [0.90, -4.69, 0.20], [-0.87, -0.29, -0.73], [0.13, 0.01, -1.39], [-1.90, 0.38, -0.84], [0.93, -2.38, -1.00]]}

***

*x*
{"formula": "C4H6FN2O2", "method": "ωB97M-V/def2-TZVPD", "spin_multiplicity": 1, "mol_weight_g_mol": 133.10, "charge": -1, "e_lumo_ha": 0.1437, "orbital_gap_ev": 7.391, "symbols": ["C", "H", "F", "C", "H", "C", "H", "H", "H", "C", "N", "N", "O", "O", "H"], "coordinates": [[-0.72, 0.09, -0.16], [0.25, -0.95, 1.78], [1.64, 1.72, 1.68], [0.19, -0.75, 0.71], [1.60, 0.68, 2.01], [-0.16, 0.82, -1.39], [0.93, 0.69, -1.37], [-0.55, 0.38, -2.32], [-0.48, 1.87, -1.35], [-1.85, 0.74, 0.52], [-2.67, 1.39, 1.03], [0.87, -1.79, 0.05], [0.50, -2.15, -1.08], [2.00, -2.08, 0.47], [-1.53, -0.66, -0.60]]}

***

Pick *x*: it beats the second-best structure by 4.608 eV.

***

*w*
{"formula": "C3H10NS", "method": "ωB97M-V/def2-TZVPD", "spin_multiplicity": 1, "mol_weight_g_mol": 92.19, "charge": 1, "e_lumo_ha": -0.1341, "orbital_gap_ev": 9.767, "smiles": "C[C@@H]([NH3+])CS", "symbols": ["C", "C", "C", "S", "N", "H", "H", "H", "H", "H", "H", "H", "H", "H", "H"], "coordinates": [[1.63, -0.41, -0.30], [0.21, 0.11, -0.48], [-0.28, 0.79, 0.77], [-2.05, 1.04, 0.94], [-0.71, -1.05, -0.78], [2.18, 0.35, 0.24], [1.69, -1.33, 0.30], [2.02, -0.55, -1.31], [0.12, 0.78, -1.39], [0.21, 1.79, 0.88], [0.05, 0.34, 1.74], [-2.10, 2.07, 1.84], [-1.67, -0.83, -0.29], [-0.35, -1.94, -0.41], [-0.95, -1.16, -1.77]]}

***

*x*
{"formula": "C3H10NS", "method": "ωB97M-V/def2-TZVPD", "spin_multiplicity": 1, "mol_weight_g_mol": 92.19, "charge": 1, "e_lumo_ha": -0.1911, "orbital_gap_ev": 8.789, "symbols": ["C", "N", "H", "H", "H", "H", "C", "S", "C", "H", "H", "H", "H", "H", "H"], "coordinates": [[-1.68, 0.21, -0.59], [-2.68, -0.04, 0.33], [-1.61, 1.17, -1.11], [-1.39, -0.67, -1.19], [-2.54, 0.68, 1.04], [-2.66, -0.97, 0.73], [1.19, -0.84, -1.45], [0.31, 0.07, 0.21], [1.75, 0.78, 1.62], [0.30, -0.90, -2.05], [2.02, -0.29, -1.84], [1.35, -1.79, -0.98], [2.51, 1.32, 1.07], [2.04, -0.18, 2.06], [1.08, 1.46, 2.15]]}

***

Pick *w*: it beats the second-best structure by 2.496 eV.

***

*w*
{"formula": "C3H10NS", "method": "ωB97M-V/def2-TZVPD", "spin_multiplicity": 1, "mol_weight_g_mol": 92.19, "charge": 1, "e_lumo_ha": -0.2416, "orbital_gap_ev": 5.616, "symbols": ["C", "N", "H", "H", "H", "H", "C", "C", "S", "H", "H", "H", "H", "H", "H"], "coordinates": [[1.06, -0.81, -3.49], [1.41, 0.24, -2.84], [1.88, -1.23, -4.08], [0.08, -1.22, -3.30], [1.18, 0.41, -1.86], [2.12, 0.88, -3.20], [-0.93, -0.65, 2.47], [-1.14, 0.83, 2.31], [-0.65, 1.45, 0.66], [-1.54, -1.18, 3.20], [-1.21, -1.13, 1.53], [0.11, -1.00, 2.54], [-0.71, 1.52, 3.02], [-2.23, 0.96, 2.34], [0.58, 0.93, 0.71]]}

***

*x*
{"formula": "C3H10NS", "method": "ωB97M-V/def2-TZVPD", "spin_multiplicity": 1, "mol_weight_g_mol": 92.19, "charge": 1, "e_lumo_ha": -0.1949, "orbital_gap_ev": 7.270, "symbols": ["C", "C", "C", "N", "S", "H", "H", "H", "H", "H", "H", "H", "H", "H", "H"], "coordinates": [[-0.48, -1.21, 0.66], [-0.78, 1.21, 0.26], [-2.18, -0.22, -0.82], [-1.19, -0.11, 0.05], [3.94, 0.55, -0.18], [-0.77, -1.34, 1.68], [-0.98, -2.08, 0.23], [0.57, -1.12, 0.63], [-1.43, 1.89, -0.35], [-0.62, 1.43, 1.32], [0.28, 1.27, 0.00], [-2.67, -1.06, -1.12], [4.22, 0.67, -1.49], [-2.50, 0.66, -1.23], [4.59, -0.54, 0.37]]}

***

Pick *x*: it beats the second-best structure by 0.127 eV.

***

*w*
{"formula": "C10H10O2", "method": "ωB97M-V/def2-TZVPD", "spin_multiplicity": 1, "mol_weight_g_mol": 162.19, "charge": 0, "e_lumo_ha": 0.0222, "orbital_gap_ev": 8.588, "smiles": "Oc1cc2c(cc1O)[C@@H]1C[C@@H]1C2", "symbols": ["C", "C", "C", "C", "C", "C", "C", "C", "C", "C", "H", "H", "H", "H", "H", "H", "H", "H", "H", "H", "O", "O"], "coordinates": [[1.60, 0.78, 0.61], [1.47, -0.39, -0.15], [0.22, -0.70, -0.50], [-0.14, -1.76, -1.60], [-1.61, -1.97, -1.54], [-2.25, -2.38, -0.27], [-2.04, -0.90, -0.72], [-0.87, -0.07, -0.08], [-0.77, 1.07, 0.76], [0.50, 1.58, 1.05], [2.66, 2.32, 1.09], [2.34, -0.72, -0.67], [0.11, -1.34, -2.60], [0.53, -2.63, -1.47], [-2.08, -2.40, -2.45], [-3.27, -2.70, -0.40], [-1.73, -2.76, 0.68], [-3.05, -0.21, -0.66], [-1.68, 1.70, 0.75], [0.00, 3.39, 1.39], [2.84, 1.35, 0.89], [0.84, 2.88, 1.50]]}

***

*x*
{"formula": "C10H10O2", "method": "ωB97M-V/def2-TZVPD", "spin_multiplicity": 1, "mol_weight_g_mol": 162.19, "charge": 0, "e_lumo_ha": 0.0232, "orbital_gap_ev": 10.136, "smiles": "O=C(O)[C@@H]1CCc2ccccc21", "symbols": ["C", "C", "C", "C", "C", "C", "C", "C", "C", "C", "H", "H", "H", "H", "H", "H", "H", "H", "H", "H", "O", "O"], "coordinates": [[-0.92, 0.62, 2.18], [-0.84, -0.54, 1.17], [0.50, -1.41, 1.57], [1.59, -0.97, 0.53], [0.76, -0.26, -0.56], [1.20, 0.26, -1.74], [0.38, 0.89, -2.63], [-0.95, 0.94, -2.31], [-1.52, 0.33, -1.19], [-0.59, -0.16, -0.24], [-0.24, 1.32, 0.81], [-1.69, -1.25, 1.22], [0.27, -2.46, 1.52], [0.65, -1.12, 2.63], [2.25, -0.19, 1.11], [2.17, -1.87, 0.21], [2.26, 0.27, -1.87], [0.75, 1.36, -3.55], [-1.70, 1.61, -2.93], [-2.55, 0.45, -0.93], [-0.48, 1.73, 1.67], [-1.30, 0.47, 3.32]]}

***

Pick *x*: it beats the second-best structure by 2.256 eV.